*i*
Molecular formula: C4H11N2
Method: DFT, ωB97M-V/def2-TZVPD

The geometry in XYZ format:
```
17
Properties=species:S:1:pos:R:3:lowdin_charge:R:1
C 2.11 0.26 0.05 -0.085
C -2.28 -0.18 0.43 -0.200
C 3.58 0.04 -0.13 -0.034
C -3.59 0.16 -0.14 -0.058
N 1.22 -0.63 0.37 0.186
N -1.19 0.25 -0.12 0.083
H 1.79 1.17 -0.44 0.135
H -2.31 -0.81 1.31 0.125
H 4.25 0.80 0.32 0.101
H 3.86 0.27 -1.27 0.155
H 4.00 -0.87 0.13 0.054
H -4.29 0.15 0.68 0.075
H -3.98 -0.78 -0.73 0.144
H -3.46 1.05 -0.73 0.078
H 1.40 -1.49 0.87 0.144
H -1.31 0.83 -0.88 0.056
H 0.20 -0.22 0.28 0.042
```

- Orbital gap: 10.64 eV
- Total charge: +1
- Lowest unoccupied orbital energy: -4.06 eV

*ii*
Molecular formula: C4H11N2
Method: DFT, ωB97M-V/def2-TZVPD

The geometry in XYZ format:
```
17
Properties=species:S:1:pos:R:3:lowdin_charge:R:1
C -1.37 -0.70 -0.50 -0.213
C 0.08 -1.08 -0.27 -0.140
C 1.00 0.10 -0.17 -0.306
C 2.06 0.36 -0.90 0.121
N 0.56 1.08 0.86 0.201
N -1.89 0.05 0.68 -0.003
H -1.46 -0.04 -1.38 0.133
H -1.97 -1.59 -0.70 0.123
H 0.16 -1.71 0.63 0.135
H 0.43 -1.70 -1.09 0.126
H 2.64 1.25 -0.76 0.084
H 2.36 -0.34 -1.64 0.087
H 0.83 2.03 0.61 0.164
H 0.97 0.89 1.76 0.168
H -0.53 0.99 0.90 0.121
H -2.74 0.56 0.45 0.107
H -2.14 -0.58 1.41 0.094
```

- Orbital gap: 11.24 eV
- Total charge: +1
- Lowest unoccupied orbital energy: -3.09 eV

*iii*
Molecular formula: C4H11N2
Method: DFT, ωB97M-V/def2-TZVPD

The geometry in XYZ format:
```
17
Properties=species:S:1:pos:R:3:lowdin_charge:R:1
C -1.66 1.34 -1.24 -0.039
C -0.71 0.17 -1.12 0.008
C -0.55 -0.52 0.12 -0.092
C 0.24 -1.61 0.55 0.020
N 0.14 -2.09 1.98 0.075
N 1.80 1.35 0.28 0.006
H -2.76 0.99 -1.45 0.164
H -1.36 2.12 -2.00 0.120
H -0.22 -0.38 -1.98 0.153
H 1.11 1.46 -0.48 -0.016
H -1.15 -0.14 0.95 0.127
H 1.01 -2.06 -0.16 0.150
H 1.00 -1.83 2.43 0.091
H -0.06 -3.07 2.03 0.084
H 2.22 0.38 0.32 0.032
H -1.65 1.86 -0.35 0.057
H 2.61 2.02 0.11 0.058
```

- Orbital gap: 6.76 eV
- Total charge: +1
- Lowest unoccupied orbital energy: -7.14 eV

What should be chosen as the most stable of them? Choose *ii*.

*i*
Molecular formula: C4H11N2
Method: DFT, ωB97M-V/def2-TZVPD

The geometry in XYZ format:
```
17
Properties=species:S:1:pos:R:3:lowdin_charge:R:1
C -0.46 1.27 -1.84 -0.072
C -0.67 -0.13 -1.24 -0.206
C -0.10 -0.35 0.11 -0.220
C -0.64 -0.22 1.31 -0.099
N 0.17 -0.52 2.44 0.021
N 1.39 -0.72 0.15 0.253
H -0.48 1.99 -1.02 0.080
H 0.51 1.39 -2.34 0.077
H -1.18 1.49 -2.62 0.084
H -1.74 -0.34 -1.22 0.128
H -0.28 -0.85 -1.97 0.123
H -1.59 0.26 1.53 0.140
H -0.38 -0.98 3.17 0.103
H 0.55 0.24 3.00 0.100
H 1.75 -0.66 -0.80 0.170
H 1.80 -0.19 0.90 0.149
H 1.37 -1.69 0.44 0.170
```

- Orbital gap: 10.86 eV
- Total charge: +1
- Lowest unoccupied orbital energy: -3.38 eV

*ii*
Molecular formula: C4H11N2
Method: DFT, ωB97M-V/def2-TZVPD

The geometry in XYZ format:
```
17
Properties=species:S:1:pos:R:3:lowdin_charge:R:1
C -1.95 0.23 -2.23 -0.015
N -0.55 0.59 -1.91 0.123
H -2.10 -0.81 -1.96 0.105
H -2.64 0.85 -1.67 0.105
H -2.09 0.34 -3.30 0.104
H 0.17 -0.05 -2.27 0.170
H -0.40 0.60 -0.87 0.092
H -0.27 1.51 -2.24 0.171
C 0.09 -0.68 1.09 -0.262
C -0.68 0.42 1.24 -0.013
C 2.32 -0.12 1.34 -0.001
N 1.34 -0.85 1.68 0.012
H -0.34 -1.54 0.59 0.112
H -0.25 1.33 1.64 0.074
H -1.72 0.44 0.95 0.059
H 3.21 -0.16 1.95 0.087
H 2.28 0.53 0.46 0.078
```

- Orbital gap: 9.45 eV
- Total charge: +1
- Lowest unoccupied orbital energy: -3.66 eV

What should be chosen as the most stable of them? Choose *i*.